Entry 1:
Density functional theory data (ωB97M-V with the def2-TZVPD basis set) for a molecular structure, C19H14N5OS3Ti.

The geometry in XYZ format:
```
43
Properties=species:S:1:pos:R:3:forces:R:3
Ti -0.144220 -0.412897 -0.249569 -1.23 -0.15 0.51
N 1.186537 -0.912750 -4.242858 -0.02 -0.25 -1.39
C 1.051891 -0.523978 -2.968994 1.57 0.21 1.98
S -0.191801 0.576171 -2.448412 -0.71 -0.14 -0.67
N 2.025888 -0.873731 -2.130081 -0.40 -1.03 -2.37
N 1.837757 -0.460326 -0.881162 2.91 1.84 1.87
C 2.962964 -0.200687 -0.185498 -2.17 -2.38 -2.47
C 2.980587 0.555358 0.983590 -0.15 0.61 1.32
C 4.263430 0.871343 1.512547 -1.76 0.04 0.56
C 4.313079 1.660437 2.624947 0.49 0.90 -0.06
C 3.146309 2.239581 3.134754 -0.91 -1.72 0.68
C 1.865166 1.793886 2.778031 0.48 0.85 -0.90
C 1.740557 1.044035 1.583008 1.21 -0.13 -0.63
O 0.589208 0.852051 0.970362 0.91 0.25 1.15
H 0.480062 -0.728879 -4.946635 0.29 0.05 0.58
H 2.051911 -1.358460 -4.540521 -0.51 0.13 0.38
H 3.857299 -0.772319 -0.517914 -0.36 1.04 -0.14
H 5.195266 0.568492 1.084917 0.13 -0.58 -0.48
H 5.298177 1.866303 3.038556 -0.29 0.34 0.09
H 3.202372 2.869854 3.989799 0.19 0.53 0.55
H 0.975547 2.170055 3.304256 0.43 -0.19 -0.44
S -1.044350 -2.449450 -1.276666 0.50 -0.01 1.13
C -0.415169 -3.180483 0.207628 0.33 -1.17 0.13
S 0.253664 -2.134752 1.431166 -0.12 -0.28 -0.84
C -0.415547 -4.578022 0.341245 -1.20 2.04 -0.54
C -1.284453 -5.288763 -0.524842 0.15 -1.22 0.03
N -1.937190 -6.075546 -1.058947 -0.18 0.29 -0.32
C 0.170141 -5.342239 1.366463 2.14 -1.35 1.00
N 0.832482 -6.059457 2.011994 -1.41 1.24 -0.63
C -1.993813 0.066091 0.776628 1.75 -1.24 0.49
C -2.660905 1.084129 0.060684 -1.60 1.54 -1.87
C -2.322880 2.463275 0.209920 -0.43 -1.22 0.12
C -3.083735 3.460642 -0.381338 0.13 0.20 -0.84
C -4.097024 3.097213 -1.260328 -2.30 0.23 0.42
C -4.537989 1.715065 -1.371684 0.00 1.80 -1.04
C -3.745168 0.723968 -0.881324 1.76 1.01 2.13
H -1.506460 0.279324 1.740162 -0.73 0.13 -0.38
H -2.421116 -0.930380 0.716791 -0.36 0.11 0.25
H -1.458100 2.714514 0.803280 0.00 0.00 0.37
H -2.872599 4.536585 -0.174590 -0.07 -1.01 -0.37
H -4.732945 3.936811 -1.679388 0.70 -1.27 0.40
H -5.508259 1.452958 -1.866394 1.17 0.43 0.10
H -3.906573 -0.315024 -1.083584 -0.33 -0.44 0.17
```
Positions in Å, forces in eV/Å.

Values from the calculation:
- charge = -1
- HOMO (eV) = -4.56
- relative energy (zero: lowest compared OMol25 entry of this formula, charge and spin) (kcal/mol) = 15.4
- E_tot (eV) = -85051.633

Results of the Mulliken charge analysis, in e, for atoms 1 through 6: number 1, Ti, carries 0.093; number 2, N, carries -0.391; number 3, C, carries 0.582; number 4, S, carries -0.463; number 5, N, carries -1.272; number 6, N, carries 1.044

=====

Entry 2:
Density functional theory data (ωB97M-V with the def2-TZVPD basis set) for a molecular structure, C19H15AuBrIN4S.

The geometry in XYZ format:
```
42
Properties=species:S:1:pos:R:3:forces:R:3
Au 0.996144 -0.607083 -0.237833 0.24 0.07 0.35
N 4.078368 2.606595 -0.416818 0.06 -0.18 -0.03
C 2.958357 1.835361 -0.369315 -0.14 0.28 0.25
S 3.227885 0.175755 0.109960 -0.27 -0.06 -0.21
N 1.840222 2.498958 -0.607666 0.16 -0.08 -0.04
N 0.748637 1.726127 -0.710909 -0.01 0.07 -0.14
C -0.427491 2.191591 -0.528498 -0.14 -0.01 0.00
C -0.761243 3.607860 -0.212426 -0.09 -0.07 -0.05
C -0.243323 4.649602 -0.979569 0.02 0.02 0.02
C -0.569869 5.965257 -0.685104 0.00 -0.03 0.02
C -1.409259 6.257192 0.382763 0.01 -0.03 -0.02
C -1.926082 5.225468 1.153886 0.02 -0.01 -0.01
C -1.606979 3.908735 0.852794 -0.02 -0.01 0.04
C -1.521576 1.177590 -0.645621 -0.02 0.01 0.09
C -2.808645 1.561768 -1.018484 0.06 0.09 0.01
C -3.804131 0.611790 -1.138017 -0.08 0.04 -0.03
C -3.508921 -0.714165 -0.868592 0.00 -0.02 0.03
C -2.217430 -1.027709 -0.492211 0.10 0.09 0.08
N -1.248293 -0.115425 -0.376624 0.09 -0.02 -0.16
H 4.911776 2.255276 0.018835 0.01 0.02 -0.01
H 3.944335 3.602438 -0.468313 -0.03 0.00 -0.01
H 0.426540 4.420061 -1.796861 -0.01 0.01 0.01
H -0.163154 6.766955 -1.288838 -0.01 -0.01 0.01
H -1.658650 7.285361 0.613565 0.01 -0.02 -0.01
H -2.575760 5.445923 1.991781 0.01 -0.01 -0.01
H -2.011467 3.102985 1.456410 0.01 0.03 -0.02
H -3.005199 2.605888 -1.221948 -0.01 -0.03 0.00
H -4.802281 0.902332 -1.442202 0.03 0.00 0.01
H -4.257541 -1.490375 -0.938932 0.01 0.00 0.00
H -1.939511 -2.046946 -0.252576 0.03 0.01 -0.03
Br 2.642449 -3.415395 1.967031 0.00 0.02 -0.02
C 2.036511 -5.075885 1.311048 -0.02 0.00 -0.03
C 2.351870 -6.218022 2.033391 0.00 -0.09 0.02
C 1.926880 -7.460108 1.591449 0.02 -0.01 0.01
C 1.184266 -7.568264 0.425301 -0.02 0.00 -0.03
C 0.866681 -6.430686 -0.299933 0.02 -0.06 0.05
C 1.292960 -5.184722 0.141652 -0.02 0.15 -0.01
I 0.786047 -3.521331 -1.020750 -0.03 -0.18 -0.14
H 2.931474 -6.124057 2.941402 -0.01 0.00 -0.01
H 2.179538 -8.344435 2.161421 0.00 0.01 0.00
H 0.848656 -8.536020 0.075789 0.01 0.02 0.01
H 0.287211 -6.506257 -1.210441 0.02 0.00 0.02
```
Positions in Å, forces in eV/Å.

Values from the calculation:
- HOMO (eV) = -7.19
- relative energy (zero: lowest compared OMol25 entry of this formula, charge and spin) (kcal/mol) = 7.9
- E_tot (eV) = -118577.159

Results of the Mulliken charge analysis, in e, for atoms 1 through 6: number 1, Au, carries 0.327; number 2, N, carries -0.424; number 3, C, carries 0.401; number 4, S, carries -0.538; number 5, N, carries -0.809; number 6, N, carries 0.098

=====

Entry 3:
Density functional theory data (ωB97M-V with the def2-TZVPD basis set) for a single C19H15Cl2N7O molecule.

The geometry in XYZ format:
```
44
Properties=species:S:1:pos:R:3:forces:R:3
Cl 2.420016 -2.393463 -5.311538 -0.07 0.05 0.22
C 1.204015 -1.937741 -4.148299 -0.78 0.87 0.09
C 1.112926 -2.595220 -2.927405 0.30 -0.08 -0.30
C 0.097409 -2.245928 -2.011535 1.44 0.08 -1.08
C -0.764350 -1.205909 -2.345114 -0.28 -0.86 -0.62
N -1.805320 -0.939751 -1.453990 -0.10 -0.83 0.27
C -2.049304 0.224116 -0.837899 0.17 0.19 -0.57
N -1.764092 1.393176 -1.345376 0.36 1.84 -1.35
C -2.185381 2.419704 -0.626931 0.43 -0.80 0.31
Cl -1.820508 4.006694 -1.212831 -0.14 -0.28 0.01
N -2.764297 2.335382 0.554891 -0.16 1.96 -0.30
C -2.926226 1.121939 1.002152 0.19 -1.03 0.75
O -3.393350 1.047919 2.277309 0.60 -0.54 -0.17
C -3.011665 -0.136571 3.029480 0.17 -0.94 -0.73
C -1.538610 -0.176627 3.339679 -0.31 -1.22 0.08
C -0.588558 0.754920 3.116572 0.88 -1.02 -0.10
N 0.584494 0.085233 3.414575 -0.31 1.16 0.13
C 1.910370 0.695695 3.159646 -0.25 -0.77 -0.40
C 2.148594 0.721723 1.650521 0.00 0.13 0.07
C 1.653603 1.767173 0.854126 0.65 -0.73 -0.47
C 1.779972 1.727518 -0.523426 0.27 -0.41 -0.41
C 2.329977 0.609025 -1.164490 -0.10 0.52 -0.16
C 2.798007 -0.431779 -0.393357 -0.04 0.32 0.85
C 2.768993 -0.348525 1.015857 -0.11 -0.35 -0.72
N 0.344038 -1.186167 3.862758 -0.35 1.91 -0.67
N -0.940608 -1.339063 3.827504 -0.33 0.68 -0.55
N -2.595771 0.043590 0.317484 -1.71 -0.39 3.43
C -0.742140 -0.606138 -3.609856 1.13 -0.09 0.09
C 0.295484 -0.907857 -4.484607 0.11 -0.95 -0.05
H 1.897207 -3.356543 -2.769326 -0.81 0.30 0.37
H 0.079791 -2.764589 -1.060384 -0.26 0.20 0.04
H -2.014166 -1.644028 -0.748385 0.26 -0.24 -0.60
H -3.307929 -1.039792 2.448570 0.35 0.58 0.41
H -3.530911 -0.188258 3.974784 -0.65 0.58 0.00
H -0.686919 1.745382 2.680524 0.40 -0.28 0.27
H 2.628181 0.060376 3.664567 0.21 -0.06 0.02
H 1.949546 1.691099 3.609905 -0.18 -0.15 -0.09
H 1.241350 2.657882 1.252844 -0.43 0.61 0.73
H 1.474818 2.574859 -1.119470 -0.17 0.07 0.01
H 2.444865 0.580079 -2.257790 -0.25 0.00 0.56
H 3.177140 -1.301952 -0.891225 0.36 -0.33 0.02
H 3.233243 -1.158175 1.578510 -0.30 0.17 0.08
H -1.489219 0.105521 -3.908470 -0.18 0.20 0.17
H 0.345284 -0.464931 -5.480554 -0.01 -0.03 0.37
```
Positions in Å, forces in eV/Å.

Values from the calculation:
- structure (SMILES) = Clc1ccc(Nc2nc(Cl)nc(OCc3cn(Cc4ccccc4)nn3)n2)cc1
- HOMO (eV) = -8.88
- relative energy (zero: lowest compared OMol25 entry of this formula, charge and spin) (kcal/mol) = 0.0
- E_tot (eV) = -57469.279

Results of the Mulliken charge analysis, in e, for atoms 1 through 6: number 1, Cl, carries -0.229; number 2, C, carries 0.403; number 3, C, carries -0.744; number 4, C, carries -0.316; number 5, C, carries 0.556; number 6, N, carries -0.219

=====

Entry 4:
Density functional theory data (ωB97M-V with the def2-TZVPD basis set) for a single C19H15ClN2O4 molecule.

The geometry in XYZ format:
```
41
Properties=species:S:1:pos:R:3:forces:R:3
O 1.201912 0.304015 -1.557794 1.06 0.22 -0.28
C 0.588846 -0.622412 -1.073483 0.46 0.24 -0.84
C -0.594687 -0.323676 -0.276548 -1.05 1.35 3.22
C -0.695564 0.566402 0.810835 0.56 -2.73 -2.39
C 0.491818 1.364050 1.317158 -0.01 -1.36 0.61
C 0.442511 2.756959 0.760110 -0.18 0.00 0.59
C 1.766888 3.473755 0.957225 0.32 2.59 -1.80
O 2.022265 4.437508 0.229145 0.11 -2.21 1.97
O 2.616772 2.964952 1.894226 -0.61 0.49 -0.79
C -0.718945 3.577604 1.362368 -0.04 1.97 1.27
O -0.609253 4.748376 1.699483 1.42 -0.02 -0.98
N -1.974058 3.134631 1.711367 -0.09 -3.69 -0.97
C -2.541478 1.850402 1.960396 0.08 0.02 0.17
C -3.727450 1.842891 2.704610 -0.83 -0.69 0.56
C -4.369600 0.623073 3.029651 0.65 0.93 -0.61
Cl -5.838752 0.645284 3.960778 0.20 0.09 -0.14
C -3.850968 -0.590019 2.604540 -0.19 -0.33 0.14
C -2.635405 -0.594329 1.917453 -0.48 1.02 -0.08
C -1.978372 0.613478 1.552092 -0.26 -0.18 0.35
N 0.837120 -1.952346 -1.343441 -0.27 0.44 0.46
C 1.685659 -2.560640 -2.288387 0.52 0.03 -0.40
C 2.838216 -1.988975 -2.819212 0.77 0.87 -0.56
C 3.611762 -2.680364 -3.771702 -0.80 -0.61 0.33
C 3.200426 -3.961020 -4.172309 0.01 -0.40 0.40
C 2.072516 -4.591620 -3.618869 0.68 1.37 -0.06
C 1.342017 -3.842609 -2.687590 -0.84 -1.70 -0.23
H -1.463258 -0.884611 -0.598846 -0.33 0.09 0.27
H 0.511927 1.358787 2.429045 -0.19 0.12 -0.59
H 1.447925 0.893146 1.019532 -0.62 0.16 -0.08
H 0.353570 2.658083 -0.324328 -0.26 0.28 0.02
H 3.433218 3.490108 1.818390 -0.20 -0.05 0.07
H -2.547051 3.902230 1.946691 -0.48 0.81 0.47
H -4.197154 2.764055 3.087020 0.45 -0.42 -0.36
H -4.420700 -1.515865 2.821463 0.68 0.65 -0.12
H -2.235420 -1.564930 1.663398 0.33 0.15 -0.20
H 0.215888 -2.597763 -0.892470 -0.16 -0.09 0.11
H 3.139250 -0.962258 -2.564599 -0.31 -0.63 0.09
H 4.531129 -2.239864 -4.173200 -0.50 -0.12 0.17
H 3.766653 -4.578476 -4.853870 0.32 0.34 -0.25
H 1.838855 -5.607740 -3.977061 -0.22 0.70 0.57
H 0.440974 -4.310273 -2.263263 0.33 0.30 -0.09
```
Positions in Å, forces in eV/Å.

Values from the calculation:
- structure (SMILES) = O=C(/C=C1\C[C@H](C(=O)O)C(=O)Nc2cc(Cl)ccc21)Nc1ccccc1
- HOMO (eV) = -8.78
- relative energy (zero: lowest compared OMol25 entry of this formula, charge and spin) (kcal/mol) = 50.9
- E_tot (eV) = -43639.374

Results of the Mulliken charge analysis, in e, for atoms 1 through 6: number 1, O, carries -0.611; number 2, C, carries 0.073; number 3, C, carries -0.725; number 4, C, carries 0.606; number 5, C, carries -1.101; number 6, C, carries 0.497

=====

| no. | frontier orbital gap (Eh) | molar mass (g mol⁻¹) |
| --- | --- | --- |
| 1 | 0.2271 | 472.42 |
| 2 | 0.2632 | 735.20 |
| 3 | 0.3449 | 428.28 |
| 4 | 0.3162 | 370.79 |